# 1
The following is a DFT calculation (wB97M-V/def2-TZVPD) of a 2-piece molecular cluster, C3H8OS3 overall at a distorted geometry.

CARTESIAN COORDINATES (ANGSTROEM)
C 0.3846 1.7213 0.0407
S 1.8256 2.2972 1.0081
C 3.1755 1.3104 0.3233
S 2.8953 -0.4864 0.5327
C 1.5005 -0.6842 -0.5442
S 0.0000 0.0000 0.0000
H 0.6004 2.0720 -0.9869
H -0.4761 2.3041 0.4214
H 4.1462 1.5747 0.7852
H 3.2990 1.3672 -0.7753
H 1.2805 -1.7691 -0.5323
H 1.7086 -0.3944 -1.5921
O -2.8099 0.1030 -1.5415
H -2.7872 -0.1650 -0.5950
H -3.2677 -0.6385 -1.9984

Atomic forces in eV per Å
0.7 1.3 -0.8
0.1 0.1 0.3
-0.1 -0.9 -0.8
0.9 0.1 0.6
0.4 -1.0 -1.0
-1.5 0.1 1.0
-0.4 -0.2 0.3
0.4 -0.5 -0.2
-0.8 -0.1 -0.1
-0.2 0.7 0.5
0.3 0.4 -0.2
0.1 -0.1 0.4
-0.7 -1.0 0.4
0.0 0.2 -1.1
0.5 0.8 0.5

Results
SMILES = C1SCSCS1.O
LUMO level = 0.530 eV
highest occupied orbital energy = -8.5 eV



# 2
The following is a DFT calculation (wB97M-V/def2-TZVPD) of C32H52Br2IrN3O4PSi3 as an isolated structure at a distorted geometry.

CARTESIAN COORDINATES (ANGSTROEM)
Ir -0.4499 -0.3650 -0.8027
C 1.1385 4.2231 -0.5030
Si 0.9338 2.3927 -0.1514
C 2.5428 1.6112 -0.7362
C 0.6797 2.2489 1.7062
C -0.6668 1.6301 -1.0895
Si -0.4607 2.2540 -2.9517
C 1.2864 2.1560 -3.6061
C -1.4769 1.3080 -4.2210
C -1.0697 4.0254 -3.0287
Si -2.2693 2.3717 -0.3257
C -2.1653 3.9242 0.6945
C -3.7672 2.6282 -1.4528
C -2.7258 0.8900 0.7659
C -3.8148 0.8441 1.6255
C -4.1948 -0.3468 2.2206
C -3.4739 -1.4937 1.9281
C -2.3808 -1.4064 1.0905
N -2.0145 -0.2356 0.5402
H 1.9918 4.4944 0.1308
H 0.3095 4.8507 -0.1835
H 1.4134 4.4791 -1.5229
H 3.1497 1.3863 0.1423
H 3.1007 2.3188 -1.3478
H 2.4426 0.6891 -1.3060
H 1.6182 1.9545 2.1764
H -0.0703 1.5208 2.0203
H 0.4231 3.2254 2.1156
H 1.6980 1.1457 -3.5933
H 1.9975 2.8225 -3.1296
H 1.2183 2.4578 -4.6555
H -1.2662 0.2418 -4.2781
H -1.1708 1.7321 -5.1818
H -2.5540 1.4567 -4.1431
H -0.5692 4.7109 -2.3500
H -2.1432 4.1312 -2.8956
H -0.8481 4.3682 -4.0443
H -1.8911 4.7739 0.0679
H -1.5054 3.8847 1.5527
H -3.1798 4.1234 1.0527
H -3.5993 2.4222 -2.5082
H -4.0789 3.6710 -1.3726
H -4.6139 2.0208 -1.1226
H -4.3793 1.7502 1.8052
H -5.0448 -0.3838 2.8890
H -3.7352 -2.4548 2.3477
H -1.7532 -2.2632 0.8725
Br 2.4471 -5.4726 -4.0811
C 1.7290 -3.9749 -3.2370
C 2.4955 -3.2238 -2.3549
C 1.9074 -2.1451 -1.7318
N 0.6406 -1.7903 -1.9670
C -0.1022 -2.4976 -2.8454
C 0.4098 -3.6059 -3.4860
C -1.4968 -2.0160 -3.0135
C -2.3732 -2.5465 -3.9376
C -3.6731 -2.0532 -4.0127
Br -4.8710 -2.7495 -5.2564
C -4.0516 -1.0336 -3.1474
C -3.1104 -0.5329 -2.2736
N -1.8585 -0.9924 -2.2056
H 3.5221 -3.4820 -2.1412
H 2.4501 -1.5421 -1.0196
H -0.1900 -4.1961 -4.1613
H -2.0601 -3.3361 -4.6031
H -5.0488 -0.6185 -3.1585
H -3.3725 0.2819 -1.6157
C 4.5629 -1.2887 0.6476
C 3.8702 -1.4435 1.9912
C 3.7264 -0.1029 2.6934
C 4.5887 -2.4614 2.8561
O 2.5506 -2.0490 1.7325
P 1.0732 -1.5861 1.5380
O 0.2581 -2.6841 0.9704
O 1.0593 -0.3655 0.5282
O 0.5762 -0.9196 2.8746
C 0.2679 -1.5580 4.1850
C 0.1321 -3.0636 4.0516
C -1.0292 -0.9074 4.6260
C 1.4033 -1.1882 5.1231
H 5.5849 -0.9418 0.7996
H 4.0568 -0.5520 0.0239
H 4.6089 -2.2496 0.1328
H 4.6660 0.4458 2.6258
H 3.4801 -0.2209 3.7455
H 2.9497 0.4945 2.2156
H 5.5876 -2.0985 3.0987
H 4.6807 -3.4135 2.3348
H 4.0476 -2.6216 3.7877
H -0.6854 -3.3389 3.3880
H -0.0651 -3.4814 5.0394
H 1.0516 -3.5157 3.6784
H -1.8325 -1.1563 3.9359
H -0.9172 0.1761 4.6723
H -1.3055 -1.2666 5.6173
H 2.3240 -1.6925 4.8322
H 1.1581 -1.5018 6.1377
H 1.5654 -0.1106 5.1254

Atomic forces in eV per Å
-0.6 -1.1 0.4
0.0 -0.1 0.1
0.2 0.0 0.0
0.0 0.1 0.0
-0.1 0.1 -0.1
0.2 0.1 -0.1
0.1 0.0 -0.1
-0.1 0.0 -0.1
0.0 0.1 0.1
0.1 0.0 0.0
0.0 -0.2 0.1
0.0 0.0 -0.2
0.1 0.0 0.0
0.0 0.1 0.0
0.0 0.1 0.0
0.0 0.0 0.0
0.0 0.0 0.0
0.0 0.0 0.0
0.3 0.3 -0.1
0.0 0.0 0.0
0.0 0.0 0.0
0.0 0.0 -0.1
-0.1 0.0 0.0
0.0 0.0 0.0
0.0 0.0 0.0
0.0 0.0 0.0
0.0 0.0 0.0
0.0 0.0 0.0
0.0 0.0 0.0
0.0 0.0 0.1
0.0 0.0 0.0
0.0 0.0 0.0
0.0 0.0 0.0
0.0 0.0 0.0
0.0 0.0 0.0
-0.1 0.0 0.0
0.0 0.0 0.0
0.0 0.0 0.0
0.1 0.0 0.0
0.0 0.0 0.0
0.0 0.0 0.0
0.0 0.0 0.0
0.0 0.0 0.0
0.0 0.0 0.0
0.0 0.0 0.0
0.0 0.0 0.0
0.0 0.0 0.0
0.0 0.1 0.0
0.1 0.0 0.0
-0.1 -0.1 -0.1
0.1 0.0 0.0
0.1 0.6 -0.3
-0.1 0.0 0.1
0.0 0.0 0.0
0.3 0.0 0.0
-0.1 0.0 0.0
0.0 0.1 0.1
0.0 0.0 0.1
0.1 -0.1 -0.1
-0.2 0.0 0.0
0.2 -0.1 0.4
0.0 0.0 0.0
0.0 0.0 0.0
0.0 0.0 0.0
0.0 0.0 0.0
0.0 0.0 0.0
0.1 -0.1 0.0
0.0 0.0 0.0
0.0 0.1 0.1
0.0 0.0 0.0
0.0 0.0 0.0
-0.1 -0.2 -0.2
0.2 0.4 0.2
-0.2 -0.1 -0.1
-0.2 0.1 -0.1
-0.2 -0.2 -0.2
0.1 0.1 0.0
0.0 0.0 0.0
0.0 0.0 0.0
0.0 -0.1 0.0
0.0 0.0 0.0
0.0 0.0 0.0
0.0 0.0 0.0
0.0 0.0 0.0
0.0 0.0 0.0
0.1 0.0 0.0
0.0 0.0 0.0
0.0 0.0 0.0
0.0 0.0 0.0
0.0 0.0 0.0
0.0 0.0 0.0
0.0 0.0 0.0
0.0 0.0 0.0
0.0 0.0 0.0
0.0 0.0 0.0
0.0 0.0 0.0
0.0 0.0 0.0
0.0 0.0 0.0

Results
LUMO level (spin up / spin down) = -6.906 / -8.105 eV
total charge = +2
highest occupied orbital energy (spin up / spin down) = -14.6 / -14.5 eV
expectation value of S² = 0.754
multiplicity = 2



# 3
The following is a DFT calculation (wB97M-V/def2-TZVPD) of C4H8O2 as an isolated structure.

CARTESIAN COORDINATES (ANGSTROEM)
O 0.7112 -2.4916 -0.5856
C -0.0245 0.4642 -0.6432
C -1.2564 1.2620 -0.2999
C -0.8985 0.0671 0.5170
O 0.1030 0.3715 1.4859
C 1.0319 0.7030 0.4247
H 1.5113 -2.7014 -0.0916
H 0.1457 -0.0223 -1.5979
H -2.0835 1.1174 -0.9914
H -1.1769 2.2532 0.1447
H 0.2008 -1.9334 0.0132
H -1.5495 -0.7836 0.7105
H 1.4344 1.7188 0.5228
H 1.8510 -0.0250 0.3908

Atomic forces in eV per Å
0.1 -0.1 0.1
0.1 0.0 -0.2
-0.1 0.1 0.0
-0.3 -0.2 0.0
0.0 0.0 0.1
0.3 0.1 -0.2
-0.1 -0.1 -0.1
-0.1 0.1 0.2
0.1 0.0 0.2
0.0 -0.2 -0.1
0.0 0.0 -0.1
0.1 0.2 -0.1
-0.1 -0.2 0.0
-0.1 0.1 0.0

Results
LUMO level = 0.928 eV
highest occupied orbital energy = -9.5 eV



# 4
The following is a DFT calculation (wB97M-V/def2-TZVPD) of an isolated ion of composition C5H11N5 and charge +2 at a distorted geometry.

CARTESIAN COORDINATES (ANGSTROEM)
C -0.6083 -0.6360 -2.5786
C 0.1896 -1.1706 -1.6420
N -0.1569 -1.0979 -0.3269
C -1.4074 -0.6615 0.2072
N -1.3164 0.7831 0.4770
C -0.2148 1.3383 0.9677
N -0.0675 2.6444 0.9987
N 0.7678 0.5028 1.2986
C 1.0744 -0.7066 0.7808
N 2.1784 -1.4295 0.9259
H -0.3982 -0.7129 -3.6900
H -1.5227 -0.0438 -2.3172
H 1.0863 -1.7776 -2.0097
H -1.6860 -1.1029 1.1721
H -2.2700 -0.8875 -0.5268
H -2.0240 1.3720 0.2563
H -0.7871 3.2380 0.6150
H 0.8244 3.1205 1.1225
H 1.5613 0.9004 1.8346
H 2.0214 -2.3559 0.5984
H 2.7557 -1.3168 1.8365

Atomic forces in eV per Å
-0.1 0.6 -0.9
0.7 -0.1 -3.9
3.5 -0.7 5.9
-1.1 -0.1 -0.4
2.7 -0.9 1.0
-3.0 0.5 -2.4
0.7 0.3 0.3
4.8 -1.5 2.1
-3.6 -0.8 -4.2
-1.6 2.2 2.5
-0.2 -0.2 1.7
1.0 -0.6 -0.3
-1.2 0.9 1.1
0.4 -0.5 -0.3
1.6 0.5 1.1
-2.8 2.1 -1.0
-0.2 0.1 0.1
-0.2 -0.4 0.2
-0.8 0.0 -0.1
0.5 -1.2 -0.4
-0.8 -0.2 -2.1

Results
SMILES = C=CN1CNC(=[NH2+])NC1=[NH2+]
LUMO level = -8.987 eV
total charge = +2
highest occupied orbital energy = -16.4 eV



# 5
The following is a DFT calculation (wB97M-V/def2-TZVPD) of a 2-piece molecular cluster, C2H2FO2S overall at a distorted geometry.

CARTESIAN COORDINATES (ANGSTROEM)
C -1.1489 -0.1721 0.1942
C -2.0486 0.5904 0.7480
O 1.9237 -1.6873 -0.6077
O 2.8066 0.4913 -0.2064
F -1.6732 1.9302 1.0885
S 1.7392 -0.2484 -0.9163
H -1.3444 -1.1989 -0.0745
H -0.2543 0.2947 -0.2259

Atomic forces in eV per Å
-1.0 -0.5 -0.6
1.6 2.8 0.8
-0.8 -1.3 -0.2
0.6 1.4 0.2
-1.4 -2.1 -0.4
1.0 -0.1 -0.3
0.0 -0.1 0.2
0.0 -0.1 0.4

Results
LUMO level (spin up / spin down) = 4.035 / 1.669 eV
total charge = -1
highest occupied orbital energy (spin up / spin down) = -1.6 / -5.0 eV
expectation value of S² = 2.013
multiplicity = 3



# 6
The following is a DFT calculation (wB97M-V/def2-TZVPD) of a 4-piece molecular cluster, C8H16Cl8 overall at a distorted geometry.

CARTESIAN COORDINATES (ANGSTROEM)
Cl 3.4552 0.3434 2.8414
C 2.5848 -1.1719 3.0181
C 3.1728 -2.4479 2.2862
Cl 2.3736 -3.9451 2.8116
H 1.5384 -1.0668 2.7317
H 2.6533 -1.4277 4.0754
H 4.2289 -2.5944 2.5126
H 2.9750 -2.3696 1.2171
Cl -1.9076 -1.1139 -1.8579
C -3.3812 -0.1195 -1.8291
C -3.1401 1.1817 -2.6572
Cl -4.7080 2.0745 -2.7990
H -3.6338 -0.0818 -0.7694
H -4.1065 -0.8140 -2.2533
H -2.8278 1.0687 -3.6954
H -2.4671 1.8658 -2.1402
Cl -0.2011 -1.2588 1.8278
C -0.3706 -1.2476 0.0418
C 1.0674 -1.2115 -0.5693
Cl 1.9313 0.2469 -0.0317
H -1.0215 -0.4288 -0.2646
H -0.8295 -2.1745 -0.3023
H 1.0421 -1.2262 -1.6589
H 1.5559 -2.0939 -0.1560
Cl -1.8711 2.0420 0.6388
C -0.2097 1.8254 0.0620
C 0.2366 3.1461 -0.6133
Cl 1.8659 3.0033 -1.3324
H -0.1966 1.0499 -0.7038
H 0.3786 1.5424 0.9349
H 0.2574 4.0037 0.0591
H -0.4452 3.4000 -1.4250

Atomic forces in eV per Å
0.4 0.1 -0.2
0.2 -2.2 0.7
-0.1 1.5 0.0
-0.3 0.1 0.2
1.1 0.3 0.3
-0.2 0.2 0.1
-0.1 0.3 -0.3
0.4 0.0 0.1
-1.5 -0.2 -3.5
-0.1 -0.3 -1.0
-1.0 -0.1 0.9
0.2 -0.1 0.2
0.0 1.0 -0.2
-0.2 0.6 -0.4
0.2 -0.6 0.4
0.0 -0.3 0.0
-1.5 -0.3 -0.6
2.0 -0.1 0.9
-1.3 0.1 0.8
1.7 -1.7 -0.5
1.0 -0.4 1.5
0.2 0.0 0.9
0.0 0.0 0.1
0.2 0.1 -0.4
-0.6 0.1 0.1
0.0 1.6 -0.4
-0.2 -0.2 0.3
-0.1 0.4 -0.1
-0.2 0.4 0.3
-0.4 0.3 -0.3
0.0 -0.3 0.2
0.0 -0.2 0.0

Results
SMILES = ClCCCl.ClCCCl.ClCCCl.ClCCCl
LUMO level = 0.414 eV
highest occupied orbital energy = -9.9 eV